This record from the Open Molecules 2025 dataset describes a molecular structure, C13H14BrF9NO3Se2TaTe2. The level of theory is the ωB97M-V functional and the def2-TZVPD basis.

CARTESIAN COORDINATES (ANGSTROEM)
Ta: -0.02707 0.31219 -1.91795
O: -3.23785 0.80922 -0.65310
C: -3.74835 0.34998 0.58230
C: -3.00056 0.94031 1.77131
C: -1.47680 0.80292 1.65293
C: -1.08688 -0.63247 1.45381
C: -1.12602 -1.52096 2.52585
C: -0.93899 -2.86989 2.30319
C: -0.73666 -3.30483 1.00086
C: -0.67673 -2.36156 -0.00335
N: -0.81308 -1.04729 0.21076
H: -3.37979 1.75746 -0.74523
H: -3.62813 -0.73552 0.55068
H: -4.82024 0.55859 0.66706
H: -3.36292 0.44990 2.67959
H: -3.24383 2.00194 1.87796
H: -1.01185 1.19554 2.55873
H: -1.11652 1.39470 0.81168
H: -1.32246 -1.14063 3.51936
H: -0.97041 -3.57346 3.12439
H: -0.62055 -4.35209 0.76310
H: -0.52410 -2.66819 -1.02815
Se: -2.15628 -0.81666 -2.72550
Te: -1.14740 -2.69557 -4.08465
Te: 1.08850 -1.43617 -5.21881
Se: 0.72545 0.86560 -4.23809
F: 1.47771 3.93006 -0.47391
C: 2.38931 2.98512 -0.67662
F: 3.58090 3.47919 -0.32733
F: 2.42393 2.72446 -1.99423
C: 2.03965 1.68151 0.10640
O: 0.89542 1.10842 -0.36738
C: 1.81630 2.03287 1.60629
F: 1.58189 0.91639 2.30667
F: 2.86534 2.64835 2.14832
F: 0.75444 2.82751 1.74256
C: 3.21092 0.66346 -0.00993
F: 4.33163 1.07108 0.58268
F: 3.49347 0.42584 -1.30398
F: 2.86137 -0.50382 0.53990
C: 1.98964 -2.23314 -1.83061
O: 1.09814 -1.14811 -1.88617
H: 1.56937 -3.06315 -2.40220
H: 2.12458 -2.51744 -0.78615
H: 2.94256 -1.93225 -2.26391
Br: -1.08707 2.62059 -2.14908

Energy above the lowest of the compared OMol25 structures with the same formula, charge and spin in kJ/mol: 9.29
E_HOMO in eV: -7.2
M in g/mol: 1077.2

---

This record from the Open Molecules 2025 dataset describes C13H14Cl3NO in the gas phase. The level of theory is the ωB97M-V functional and the def2-TZVPD basis.

CARTESIAN COORDINATES (ANGSTROEM)
O: -2.55268 0.75904 3.38202
C: -1.67458 0.91752 2.54715
C: -1.53165 -0.09374 1.51780
C: -0.55651 -0.12210 0.56760
C: -0.54813 -1.21013 -0.49315
C: 0.31629 -1.07302 -1.56993
C: 0.35362 -2.00252 -2.60654
C: -0.47098 -3.14806 -2.55785
C: -1.31160 -3.33323 -1.46795
Cl: -2.25790 -4.81756 -1.33285
C: -1.33312 -2.38766 -0.41206
N: 0.45522 0.90121 0.54178
C: 0.11418 2.29016 0.19830
C: -0.81754 2.44836 -1.07055
Cl: -1.23697 4.17310 -1.40326
C: 1.56373 0.77300 1.57175
C: 2.93704 0.70576 0.89494
Cl: 4.17126 0.72001 2.22167
H: -0.92646 1.66644 2.76484
H: -2.32966 -0.82754 1.48007
H: 1.04917 -0.25559 -1.61150
H: 1.11896 -1.90059 -3.38535
H: -0.45604 -3.86639 -3.37208
H: -1.87463 -2.63629 0.48031
H: 1.05784 2.81490 0.00495
H: -0.33297 2.80987 1.00734
H: -1.73682 1.86927 -0.97379
H: -0.29831 2.02156 -1.93004
H: 1.41872 -0.13409 2.18062
H: 1.54862 1.60400 2.27537
H: 3.11932 1.55766 0.20983
H: 3.02259 -0.22334 0.34054

Energy above the lowest of the compared OMol25 structures with the same formula, charge and spin in kJ/mol: 0.00
E_HOMO in eV: -9.4
SMILES: O=C/C=C(/c1cccc(Cl)c1)N(CCCl)CCCl
M in g/mol: 306.6

---

This record from the Open Molecules 2025 dataset describes 3 unconnected molecules or ions with the total composition C13H14ClF6NO10. The level of theory is the ωB97M-V functional and the def2-TZVPD basis.

CARTESIAN COORDINATES (ANGSTROEM)
O: 0.91972 1.48709 5.99749
N: 0.95535 0.35996 5.48324
O: 2.10174 0.37529 4.75996
C: 2.60040 -1.03549 4.76168
O: 3.28179 -1.06185 6.09888
C: 4.72443 -0.76093 5.90757
O: 5.73996 -0.76894 6.78522
O: 4.87919 -0.46920 4.44730
C: 3.91288 -1.41415 3.85678
C: 3.90938 -1.16687 2.23723
C: 3.22333 0.23797 1.74597
O: 1.91936 0.52801 1.72990
Cl: 4.38661 1.57117 1.09240
H: 1.76996 -1.86033 4.93830
H: 4.10831 -2.53604 4.15431
H: 3.43705 -2.05466 1.60768
H: 5.05573 -1.12397 1.90591
C: -0.37330 4.24059 1.37213
C: -0.33078 2.77613 0.97257
O: -1.58923 2.35613 0.42053
C: -1.84764 2.76552 -0.86085
O: -1.07637 3.45207 -1.52923
C: -3.19339 2.23083 -1.34438
F: -4.19895 2.44960 -0.44925
F: -3.16261 0.88501 -1.56151
F: -3.60082 2.79576 -2.51593
H: -1.20354 4.42529 2.06118
H: 0.56178 4.53926 1.85122
H: -0.53480 4.88781 0.50358
H: -0.15345 2.16298 1.86343
H: 0.48640 2.56771 0.27163
C: -3.38176 -0.67828 -3.94047
C: -2.63671 -0.93297 -5.23898
O: -1.91931 -2.17690 -5.18570
C: -2.67571 -3.31080 -5.32140
O: -3.89557 -3.30562 -5.47897
C: -1.79936 -4.56025 -5.28124
F: -0.93226 -4.56127 -4.22843
F: -1.03588 -4.68766 -6.40383
F: -2.51977 -5.71271 -5.17856
H: -2.69322 -0.71654 -3.09038
H: -3.87196 0.29766 -3.95952
H: -4.14618 -1.44177 -3.76135
H: -1.89272 -0.14265 -5.39032
H: -3.30808 -0.91201 -6.10580

E_HOMO in eV: -11.5
SMILES: O=NO[C@@H]1OC(=O)O[C@@H]1CC(=O)Cl.CCOC(=O)C(F)(F)F.CCOC(=O)C(F)(F)F
M in g/mol: 493.7

---

This record from the Open Molecules 2025 dataset describes a molecular structure, C13H14F6KN4O3S2. The level of theory is the ωB97M-V functional and the def2-TZVPD basis.

CARTESIAN COORDINATES (ANGSTROEM)
K: -1.57420 0.85134 1.11242
C: 4.10000 3.02150 0.57759
C: 4.08177 1.53225 0.62180
N: 3.05020 0.76194 0.62268
C: 3.38823 -0.57356 0.66115
C: 4.72867 -0.81333 0.69928
S: 5.60834 0.65380 0.67481
C: 2.38776 -1.64618 0.64636
C: 2.64534 -2.89704 0.16838
S: 1.29548 -3.91945 0.41324
C: 0.43758 -2.57973 1.13963
N: 1.12667 -1.48863 1.17664
C: -0.94644 -2.75267 1.64614
H: 3.09401 3.41001 0.44458
H: 4.72499 3.36807 -0.24626
H: 4.51571 3.41843 1.50554
H: 5.23750 -1.76159 0.75775
H: 3.53580 -3.26253 -0.31620
H: -1.23870 -3.80182 1.63789
H: -1.63029 -2.17615 1.00395
H: -1.02258 -2.35371 2.65909
N: 0.44004 3.57762 0.36705
N: -0.94918 3.91256 0.39385
C: -1.67675 3.48969 1.56100
O: -2.80895 3.96898 1.70080
O: -1.08771 2.63063 2.27342
H: 0.60986 3.17902 1.29166
H: 0.54312 2.79497 -0.27173
H: -1.09652 4.88782 0.19851
C: -4.01507 -2.03280 -1.36973
C: -2.84651 -1.01985 -1.32150
O: -2.41599 -0.71801 -0.09634
C: -1.66986 -1.62906 -2.14496
F: -1.25602 -2.78080 -1.55976
F: -0.59581 -0.81869 -2.19412
F: -1.97751 -1.95349 -3.42851
C: -3.33788 0.26351 -2.06303
F: -2.38468 1.20863 -2.16010
F: -3.79529 0.03698 -3.32562
F: -4.36023 0.81658 -1.38077
H: -3.65096 -2.99827 -1.02137
H: -4.43349 -2.13223 -2.37134
H: -4.78047 -1.67474 -0.68387

Energy above the lowest of the compared OMol25 structures with the same formula, charge and spin in kJ/mol: 14.71
E_HOMO in eV: -5.4
Total charge: -1
M in g/mol: 491.5

---

This record from the Open Molecules 2025 dataset describes a molecular structure, C13H14FeN2. The level of theory is the ωB97M-V functional and the def2-TZVPD basis.

CARTESIAN COORDINATES (ANGSTROEM)
Fe: 0.41685 -0.09022 0.17528
C: 2.53130 -1.28447 1.14211
H: 2.32268 -2.25583 0.70161
H: 3.41096 -0.85778 0.66222
H: 2.76041 -1.40988 2.19659
H: 1.61680 -0.49354 1.15470
H: 0.94745 0.38953 1.59221
C: -5.27960 0.49467 -0.16861
C: -4.42632 0.09559 0.87058
C: -3.04838 -0.03263 0.65840
C: -2.53432 0.23579 -0.63788
C: -3.39209 0.65436 -1.66481
C: -4.76290 0.78049 -1.44017
N: -1.16096 0.22187 -0.91030
N: -0.88466 0.62169 -2.14417
C: 0.46798 0.72438 -2.37450
C: 0.88275 1.09015 -3.68994
C: 2.23810 1.20983 -3.97631
C: 3.17669 0.99429 -2.95740
C: 2.76963 0.67250 -1.63533
C: 1.41686 0.50860 -1.33917
H: -6.35273 0.61939 0.00701
H: -4.85490 -0.09911 1.85864
H: -2.36417 -0.29352 1.47287
H: -2.97996 0.92199 -2.63657
H: -5.39395 1.11091 -2.25934
H: 0.11140 1.27789 -4.43042
H: 2.54145 1.48220 -4.98492
H: 4.24285 1.09608 -3.17738
H: 3.52214 0.55740 -0.84471

Energy above the lowest of the compared OMol25 structures with the same formula, charge and spin in kJ/mol: 13.73
Multiplicity: 5
E_HOMO (alpha / beta) in eV: -7.7 / -8.3
Expectation value of S²: 6.0360
M in g/mol: 254.1

---

This record from the Open Molecules 2025 dataset describes a molecular structure, C13H14IN3PbSe. The level of theory is the ωB97M-V functional and the def2-TZVPD basis.

CARTESIAN COORDINATES (ANGSTROEM)
C: -3.90986 -2.27361 1.20198
C: -2.97120 1.59819 0.14679
H: -4.10607 -3.03742 0.43415
H: -4.67418 -1.45825 1.02574
H: -4.10143 -2.62657 2.22407
H: -2.88950 1.93151 -0.90388
H: -3.99902 1.26800 0.31815
H: -2.75103 2.39615 0.88252
C: 1.29842 -2.67215 -0.18439
C: 2.53132 -3.19651 -0.61866
C: 3.42514 -2.32778 -1.24839
C: 3.05309 -0.98947 -1.41321
H: 0.58222 -3.29968 0.35633
H: 2.75439 -4.25720 -0.44903
H: 4.39951 -2.66933 -1.60658
H: 3.71681 -0.27219 -1.89190
N: 0.92307 -1.40408 -0.36395
C: 1.78979 -0.55242 -0.94305
C: 1.37698 0.86876 -1.03665
N: 0.16132 1.18697 -0.55238
C: -0.18858 2.47045 -0.54542
C: 1.83591 3.19517 -1.58876
C: 0.58793 3.52062 -1.05164
H: -1.16501 2.68680 -0.12859
H: 0.19316 4.53947 -1.01198
C: 2.23566 1.85678 -1.57839
H: 3.19988 1.54886 -1.97085
H: 2.48940 3.95919 -2.00234
Pb: -2.44845 -0.59106 0.70149
I: -1.32534 -3.25567 2.62156
Se: 0.34209 0.82670 4.90884
C: -0.79350 0.58077 3.57404
N: -1.57292 0.44898 2.69436

E_HOMO (alpha / beta) in eV: -7.4 / -7.3
M in g/mol: 625.3

---

This record from the Open Molecules 2025 dataset describes a molecular structure, C13H14IN3Zr. The level of theory is the ωB97M-V functional and the def2-TZVPD basis.

CARTESIAN COORDINATES (ANGSTROEM)
C: -1.58007 -2.79926 -1.50037
C: -2.18911 -1.01987 2.10762
H: -1.71785 -2.43374 -2.51176
H: -2.56322 -3.22100 -1.22290
H: -0.88846 -3.64907 -1.52037
H: -2.25237 -0.01494 2.50989
H: -3.22769 -1.34429 1.90170
H: -1.74363 -1.70119 2.85843
C: 0.11943 -0.35036 -2.56864
C: 0.82363 0.44789 -3.46477
C: 1.39363 1.64015 -3.00713
C: 1.26041 1.96028 -1.66043
H: -0.36171 -1.26651 -2.88172
H: 0.89757 0.12333 -4.49873
H: 1.94179 2.30843 -3.67653
H: 1.68102 2.87645 -1.25606
N: -0.00882 -0.03971 -1.27039
C: 0.61570 1.06765 -0.78701
C: 0.70961 1.19586 0.66572
N: 0.16667 0.18575 1.39942
C: 0.35124 0.20932 2.73241
C: 1.50634 2.32136 2.65542
C: 0.94052 1.28237 3.39935
H: -0.05725 -0.62744 3.29827
H: 0.93217 1.27764 4.48435
C: 1.42742 2.24386 1.27146
H: 1.89850 2.98759 0.63367
H: 2.01178 3.15965 3.12608
Zr: -1.30386 -1.36499 0.15423
I: -3.39534 0.12972 -0.89237
N: 1.82956 -3.02389 -0.37583
C: 0.78237 -2.56104 -0.10303

Energy above the lowest of the compared OMol25 structures with the same formula, charge and spin in kJ/mol: 508.84
E_HOMO (alpha / beta) in eV: -16.0 / -16.0
Total charge: +2
M in g/mol: 430.4